Below is a molecular structure, C31H28BN7PtS at a distorted geometry, with properties calculated with ωB97M-V/def2-TZVPD.

Atoms and positions in Å:
Pt -0.614700 0.146800 0.189700
S -3.034000 0.292400 0.276900
N 0.020500 0.089200 2.287300
N 0.813300 2.783100 1.010700
N 0.834500 0.997000 2.796700
N -2.506000 -1.717100 -1.620700
N 1.717500 0.078700 0.091500
N -0.010700 2.261600 0.119100
N 2.406400 0.891200 0.886500
C -2.572400 3.788800 -1.993400
C -0.082100 4.465300 -0.119400
C 1.636700 1.759000 5.039700
C -0.043800 -0.123600 4.495900
C -1.423900 1.679200 -2.301500
C 0.832700 0.892100 4.153600
C 0.809900 -1.871600 -1.840000
C 2.176200 -1.634700 -1.604400
C -1.378800 -2.332700 1.727900
C -3.400100 2.167700 -3.571100
C -2.525300 -2.023600 3.838600
C 3.742500 0.715300 0.691900
C -2.690700 -0.890100 -0.832500
C -0.589700 3.245500 -0.593900
C -1.533500 2.918600 -1.635600
C 2.699500 -3.328100 -3.251800
C 2.590800 -0.649800 -0.640700
C 3.895000 -0.257500 -0.272000
C -1.487000 -1.667200 2.966400
C -2.306500 -3.285600 1.360100
C 0.392200 -2.808400 -2.752600
C 1.625800 5.032100 1.731800
C 1.340700 -3.543000 -3.469800
C -3.495800 3.407600 -2.943700
C 0.807700 4.138000 0.888900
C 3.118400 -2.389500 -2.333500
C 4.790100 1.464000 1.418200
C -3.461800 -2.960200 3.452400
C -2.348400 1.310800 -3.256400
C -0.547400 -0.617900 3.282500
C -3.368600 -3.585000 2.211600
B 1.713600 1.867100 1.872300
H 2.492000 2.490800 2.485300
H -2.670000 4.740700 -1.495700
H -0.663900 -2.968600 -2.906600
H -2.200000 -3.809700 0.423900
H 2.688100 4.872400 1.556100
H -4.129200 1.886100 -4.314200
H 2.703100 1.601000 4.883300
H -2.244000 0.371000 -3.774400
H -0.304900 5.443400 -0.488600
H 1.434000 4.849000 2.786900
H 4.699400 2.533600 1.244500
H 5.770800 1.144800 1.081300
H -0.259300 -0.484200 5.480900
H 4.818900 -0.632200 -0.656600
H -4.273900 -3.205900 4.117700
H -0.490100 -2.179000 1.111000
H -2.610200 -1.536600 4.796200
H 1.386300 6.066400 1.507200
H 4.722700 1.290200 2.489500
H 0.067600 -1.287700 -1.275400
H 3.428600 -3.901500 -3.804300
H 1.426100 2.809400 4.845400
H -4.108400 -4.315300 1.923100
H 1.399800 1.541900 6.077400
H -4.302300 4.076300 -3.197400
H 4.172400 -2.232600 -2.169100
H -0.536800 1.061300 -2.141700
H 1.018200 -4.276700 -4.191800

Forces on the atoms, in the same order (eV/Å):
Pt 2.5 3.5 3.3
S 1.4 0.3 0.5
N -0.8 -0.6 -1.8
N 0.2 -0.1 1.0
N 0.1 0.9 -0.1
N 0.4 -0.3 -0.3
N -1.4 -1.2 -1.2
N -0.9 -1.8 -0.7
N 0.9 1.0 1.0
C 0.4 -0.2 0.2
C 0.1 -0.7 -0.1
C 0.3 0.1 0.0
C 0.1 -0.1 -0.7
C 0.3 0.2 0.4
C -0.7 -0.2 -0.1
C 0.7 0.4 0.4
C -0.5 -1.0 -0.9
C 0.2 0.4 0.0
C 0.4 -0.2 0.1
C 0.4 0.2 -0.2
C -0.5 -0.3 -0.3
C -1.1 -0.2 -0.3
C -0.2 0.3 0.1
C -0.4 -0.1 -0.3
C -0.4 -0.2 -0.2
C 0.3 0.8 0.8
C -0.9 0.0 0.0
C -0.4 -0.2 -0.1
C -0.6 -0.3 0.0
C 0.1 -0.4 -0.4
C 0.3 0.0 0.1
C 0.0 0.3 0.3
C 0.0 -0.1 0.0
C -0.7 -0.2 -0.2
C -0.5 0.6 0.6
C 0.0 0.2 0.2
C 0.0 0.0 0.0
C -0.6 0.0 -0.3
C -0.2 0.0 0.4
C 0.4 0.1 -0.3
B 0.2 -0.7 -0.8
H 0.2 0.2 0.2
H 0.0 0.1 0.1
H -0.1 0.0 -0.1
H 0.0 0.0 -0.1
H 0.1 0.1 0.0
H 0.0 0.0 -0.1
H 0.1 0.0 0.0
H 0.0 -0.1 0.0
H -0.1 0.3 -0.1
H 0.0 0.0 0.1
H 0.0 0.1 0.0
H 0.0 0.0 0.0
H -0.1 -0.1 0.2
H 0.2 -0.1 -0.1
H -0.1 0.0 0.1
H 0.2 -0.2 0.1
H 0.0 0.1 0.1
H 0.0 0.0 0.0
H 0.0 0.0 0.1
H 0.3 -0.5 -0.5
H 0.0 0.0 0.0
H 0.0 0.0 0.0
H 0.0 -0.1 0.0
H 0.0 0.0 0.0
H -0.1 0.1 0.0
H 0.1 0.0 0.0
H 0.2 0.0 -0.2
H 0.0 -0.1 -0.1

Summary:
* gap between HOMO and LUMO (alpha / beta): 3.428 / 3.434 eV
* charge: +2
* E_HOMO (alpha / beta): -13.562 / -13.566 eV

Atom charges from the Mulliken analysis, given in e for atoms 1 to 2: atom 1 (Pt): 1.597, atom 2 (S): -0.194

***

Below is C4H11NO in the gas phase at a distorted geometry, with properties calculated with ωB97M-V/def2-TZVPD.

Atoms and positions in Å:
O 1.181002 -2.336948 1.739407
N -0.453110 0.514026 -0.064120
C 0.043597 -1.451094 1.382550
C -1.212463 2.429280 -1.830053
C -0.179916 1.279668 -1.395101
C 0.623395 -0.451099 0.403235
H -0.772348 3.374235 -1.686960
H 1.560964 0.036190 0.733110
H 0.708825 1.816159 -1.127435
H 0.886997 -0.970156 -0.551436
H -0.771906 -1.978324 0.827030
H -0.374815 -0.980804 2.292290
H -1.476141 0.226469 -0.004321
H 0.086439 0.482209 -2.096292
H -1.443621 2.219894 -2.918614
H 1.813228 -2.425163 1.018548
H -2.141544 2.456170 -1.316117

Forces on the atoms, in the same order (eV/Å):
O -1.7 0.4 0.6
N -1.2 1.3 -0.3
C 1.6 -0.6 -0.8
C 0.8 -3.2 -1.6
C -0.6 -0.6 2.7
C -1.9 1.1 -2.4
H 0.7 1.1 -0.1
H -0.8 0.2 0.2
H 0.8 0.2 -0.3
H 0.3 -0.4 0.7
H 0.6 0.0 0.7
H 0.5 -0.4 -0.4
H 2.3 -0.1 0.0
H -0.4 0.5 -0.7
H 0.2 0.7 1.1
H -0.4 0.2 -0.2
H -0.8 -0.5 0.7

Summary:
* gap between HOMO and LUMO: 9.480 eV
* SMILES: CCNCCO
* E_HOMO: -8.442 eV
* energy above the lowest of the compared OMol25 structures with the same formula, charge and spin: 53.9 kcal/mol

Atom charges from the Mulliken analysis, given in e for atoms 1 to 2: atom 1 (O): -0.527, atom 2 (N): -0.400

***

Below is 17 unconnected molecules or ions with the total composition C12H58O23 at a distorted geometry, with properties calculated with ωB97M-V/def2-TZVPD.

Atoms and positions in Å:
O 0.867617 2.819136 -4.149839
O -3.574743 -3.235704 1.467431
O -0.731213 0.464756 0.279991
O 5.204497 0.495726 0.668971
O 0.208437 -1.907654 5.749611
O 2.953047 0.370376 2.587421
O -3.811523 4.572606 -1.423039
O 3.830107 0.561276 -2.877749
O 5.228527 -3.922684 -1.301039
O -2.379313 1.581806 4.559191
O -0.729583 -0.491774 3.469911
O -2.881043 4.818626 1.405891
O 4.867517 -2.396124 -3.507779
O -6.481093 1.344656 -1.329659
O -0.915263 2.822176 2.368931
O -1.719463 -5.119984 0.584621
O 3.440277 -4.027554 1.130611
O 0.236867 3.996736 -0.008929
O 0.352787 -2.422244 1.962331
O 1.311467 1.150716 -1.608769
O -6.920733 4.570486 0.637211
O -0.315013 -1.678954 -4.936509
O 0.983307 -2.435394 -1.985499
C 5.250077 -3.062194 -0.231019
C 3.537177 -0.243594 -3.949029
C -2.082213 -0.435084 3.248031
C -7.127223 3.481706 -0.255539
C -6.180523 2.276536 -0.329489
C -0.331163 -2.093494 -2.496579
C 3.583077 -1.762564 -3.411519
C 4.127857 1.452426 0.808581
C 3.939387 -2.888594 0.515231
C -2.620913 0.250146 4.475971
C -0.505223 -2.666254 -3.946519
C 2.792727 0.872496 1.287611
H -1.619373 3.387266 2.050911
H 4.217347 -0.011234 -4.768469
H -1.418833 -5.836304 1.143851
H 1.557887 2.704036 -3.496759
H 3.344317 -1.961874 -2.366839
H 0.842777 0.572686 -2.210799
H -2.337773 0.220816 2.415811
H -4.226683 4.970136 -2.188439
H -3.685423 0.143496 4.684661
H 5.433417 -1.826254 -4.033719
H -7.300753 5.323216 0.178321
H -2.715073 -1.298214 3.041641
H -2.241503 -0.314034 5.327941
H -2.886883 -2.758694 1.931691
H -7.307733 3.901466 -1.245139
H -0.374973 -1.625174 5.045291
H -5.970743 1.779796 0.617791
H 0.259487 -3.440024 -4.014309
H 2.383827 0.024926 0.737581
H -1.204543 2.544356 3.238051
H -5.218083 2.698656 -0.618669
H -0.459013 0.283756 3.966831
H 6.065117 0.904856 0.552621
H -2.644923 4.939296 0.486151
H -3.028823 4.144426 -1.769849
H 6.036327 -3.478894 0.398471
H 4.952377 -3.426264 -2.074939
H -0.737273 -0.317284 0.831901
H 2.490677 -0.191244 -4.249379
H -5.657543 1.142036 -1.779459
H 0.627237 1.524756 -1.053649
H 0.356647 -1.793644 -5.612759
H 0.557267 -1.093814 6.113231
H -3.103683 -3.798364 0.852821
H 1.178367 3.904226 -0.154689
H -0.509233 -1.019474 -2.550329
H -3.837973 4.840506 1.412851
H 3.846257 0.021986 2.538441
H 1.024657 -3.393214 -2.035339
H 4.210267 -2.167244 1.286191
H 0.602907 -1.554184 2.278771
H 2.894817 -2.390814 -3.976939
H 4.349037 2.188296 1.581681
H 3.273637 -4.674704 0.441391
H 0.075347 3.537516 0.815231
H -8.053193 2.933736 -0.081189
H 5.544937 -2.037374 -0.456619
H -0.931783 1.183306 0.879731
H 3.195377 0.330226 -2.195589
H -1.473213 -3.147804 -4.085029
H -1.020773 -2.655824 -1.867039
H 3.943127 1.887996 -0.173379
H -2.730733 1.941696 5.376861
H 0.615817 3.739446 -4.073249
H 2.052957 1.669336 1.210851
H 1.077657 -2.990614 2.222601
H 3.195027 -2.550364 -0.205619
H -0.916893 -4.747904 0.219001

Forces on the atoms, in the same order (eV/Å):
O -0.2 -0.1 -0.3
O -0.7 0.5 0.2
O -0.1 0.0 -0.4
O -1.2 -0.5 0.6
O 0.1 -0.3 0.5
O 0.0 0.3 1.0
O 0.0 0.0 0.2
O 0.6 1.4 0.6
O -0.6 -0.9 -0.9
O 1.6 2.6 -0.4
O 1.8 -1.3 -0.7
O 0.4 -0.2 0.5
O 0.3 0.5 -0.5
O -1.1 -0.2 -0.4
O 0.6 -0.4 -0.5
O 0.0 -0.1 -0.4
O -0.4 -1.0 0.7
O -0.1 0.0 -0.5
O -0.3 -0.3 -0.5
O 0.8 0.2 -0.3
O 0.6 -0.9 0.1
O -0.5 1.0 0.1
O -0.5 1.0 -0.3
C 0.5 0.3 1.3
C -0.8 -3.2 1.4
C -2.5 2.8 0.3
C -1.9 -1.4 -1.0
C 3.1 1.8 0.3
C 0.3 -1.8 -1.1
C 0.8 -0.1 -1.4
C -0.2 -0.1 -0.7
C 1.0 0.2 -0.6
C -2.7 -2.7 1.6
C 0.9 0.1 0.5
C 0.6 -0.9 -0.8
H -0.7 0.6 -0.1
H -0.1 -0.3 -0.1
H -0.1 -0.2 0.2
H 0.2 -0.2 0.4
H -0.6 1.2 0.0
H -0.2 -0.1 -0.1
H 0.2 0.2 -0.4
H -0.1 0.2 -0.2
H -0.5 -0.5 -0.9
H 0.2 -0.2 0.0
H 0.1 0.1 0.2
H 1.1 -0.8 0.5
H 0.7 0.0 0.3
H 0.3 -0.2 0.0
H 0.6 -0.2 -0.4
H 0.0 0.0 -0.5
H -0.7 0.1 0.3
H 0.0 -0.3 -0.2
H 0.2 0.2 -0.9
H -0.2 -0.1 0.4
H 0.4 0.2 0.3
H 0.0 0.3 -0.1
H -0.2 0.4 0.0
H 0.0 0.1 -0.4
H 0.3 -0.2 -0.1
H -0.1 0.2 0.6
H 0.2 0.0 -0.6
H 0.2 -0.4 0.1
H -0.2 0.7 -0.5
H -0.2 0.0 0.0
H -0.4 -0.1 0.4
H 0.1 -0.7 0.4
H 0.2 0.1 0.1
H 0.3 -0.4 0.0
H 0.3 0.1 -0.1
H 0.2 -0.1 0.5
H -0.4 -0.1 -0.1
H 0.2 -0.4 0.6
H 0.2 -0.1 0.1
H -0.7 0.2 0.1
H 0.0 0.3 0.3
H -0.2 0.1 -0.3
H 0.4 0.3 -0.2
H 0.1 -0.2 -0.1
H -0.1 -0.2 0.6
H -0.8 0.5 0.6
H 0.2 0.2 -0.5
H -0.1 0.5 0.5
H -0.1 0.4 0.4
H -0.2 0.2 0.0
H -0.5 0.6 0.1
H 0.1 0.4 0.0
H 0.0 0.0 0.0
H -0.1 0.2 0.0
H 0.0 0.1 0.4
H 0.3 -0.2 0.0
H -0.2 0.7 0.1
H 0.3 0.2 0.0

Summary:
* gap between HOMO and LUMO: 9.289 eV
* E_HOMO: -9.270 eV
* energy above the lowest of the compared OMol25 structures with the same formula, charge and spin: 85.6 kcal/mol

Atom charges from the Mulliken analysis, given in e for atoms 1 to 2: atom 1 (O): -0.620, atom 2 (O): -0.643

***

Below is a gas-phase ion, C5H3N3 (charge +2) at a distorted geometry, with properties calculated with ωB97M-V/def2-TZVPD.

Atoms and positions in Å:
N -2.572354 0.631183 -0.373891
N 0.503889 -0.576172 0.235635
N 3.653338 0.799799 -0.100168
C -0.834548 -0.699858 0.250989
C -2.029027 -0.382011 -0.439220
C 2.706448 0.151580 -0.149762
C -0.542840 0.437303 0.893930
C 1.629986 -0.769442 -0.347597
H -0.732176 1.211948 1.663591
H 1.761618 -1.773048 -1.023843
H -3.544339 0.968717 -0.609661

Forces on the atoms, in the same order (eV/Å):
N -5.9 0.6 -2.9
N 1.6 1.5 0.1
N 0.2 0.3 0.1
C -1.4 1.8 1.3
C 1.6 0.0 0.7
C -0.4 -1.1 -0.1
C 2.8 -4.1 0.8
C 0.5 -1.9 -1.2
H 0.6 0.1 -0.7
H -0.3 2.6 1.5
H 0.8 0.3 0.4

Summary:
* gap between HOMO and LUMO: 7.970 eV
* SMILES: N#C/C=[N+]1C=C\1C#[NH+]
* charge: +2
* E_HOMO: -20.318 eV

Atom charges from the Mulliken analysis, given in e for atoms 1 to 2: atom 1 (N): 0.010, atom 2 (N): -0.016